(1)
11
Properties=species:S:1:pos:R:3 method="wB97M-V/def2-TZVPD" total_charge=0 e_above_lowest_kj_mol=70.8 orbital_gap_ev=11.3
C -0.181 -0.434 -0.228
C 1.224 0.019 -0.256
O 1.600 0.514 0.987
F 1.671 0.809 -1.297
N 1.914 -1.342 -0.444
O 2.755 -1.366 -1.306
O 1.513 -2.270 0.246
H -0.964 0.364 -0.280
H -0.482 -0.967 -1.201
H -0.402 -1.149 0.614
H 2.164 1.255 0.740

---

(2)
85
Properties=species:S:1:pos:R:3 method="wB97M-V/def2-TZVPD" total_charge=+2 e_above_lowest_kj_mol=0.0 multiplicity=2 orbital_gap_ev="7.5 / 6.9" s_squared=0.76
Ru -0.714 0.648 0.195
N 0.759 1.105 3.335
C -0.362 0.392 3.391
N -0.664 -0.185 4.548
C -1.841 -0.799 4.602
N -2.185 -1.422 5.722
N -2.756 -0.823 3.589
C -2.338 -0.287 2.480
N -1.129 0.279 2.261
C -3.318 -0.271 1.336
C -4.585 -0.794 1.502
C -5.472 -0.744 0.435
C -5.049 -0.189 -0.761
C -3.754 0.292 -0.847
N -2.903 0.269 0.180
H 1.252 1.238 4.203
H 0.897 1.790 2.609
H -1.568 -1.398 6.516
H -3.089 -1.855 5.798
H -4.857 -1.220 2.455
H -6.474 -1.136 0.538
H -5.699 -0.132 -1.622
H -3.380 0.688 -1.784
O -1.376 2.482 -1.878
N -0.870 1.159 -1.782
C -0.372 0.782 -2.897
C 0.254 -0.521 -3.136
C 0.597 -0.760 -4.465
C 1.098 -1.993 -4.856
C 1.233 -3.002 -3.917
C 0.895 -2.768 -2.589
C 0.431 -1.525 -2.172
P 0.098 -1.350 -0.396
C -1.041 -2.704 -0.041
C -2.243 -2.741 -0.752
C -3.142 -3.772 -0.551
C -2.851 -4.776 0.366
C -1.653 -4.756 1.061
C -0.741 -3.727 0.855
C 1.659 -1.691 0.443
C 2.864 -1.744 -0.255
C 4.059 -1.902 0.432
C 4.059 -2.017 1.815
C 2.860 -1.980 2.514
C 1.666 -1.815 1.833
H -2.303 2.421 -1.613
H -0.472 1.453 -3.743
H 0.463 0.026 -5.198
H 1.364 -2.165 -5.890
H 1.603 -3.975 -4.211
H 1.011 -3.569 -1.867
H -2.460 -1.985 -1.496
H -4.063 -3.805 -1.119
H -3.552 -5.586 0.522
H -1.415 -5.551 1.755
H 0.202 -3.740 1.383
H 2.883 -1.650 -1.331
H 4.992 -1.940 -0.115
H 4.992 -2.146 2.347
H 2.855 -2.083 3.592
H 0.737 -1.796 2.389
C 3.302 2.498 -4.270
C 2.260 3.330 -3.875
C 1.665 3.157 -2.637
C 2.086 2.142 -1.766
C 3.160 1.342 -2.171
C 3.757 1.507 -3.414
Si 1.383 1.858 -0.076
C 1.104 3.409 0.902
C 2.075 3.819 1.826
C 1.928 5.001 2.536
C 0.804 5.791 2.340
C -0.174 5.402 1.434
C -0.022 4.223 0.720
H 3.777 2.644 -5.232
H 1.928 4.128 -4.527
H 0.872 3.835 -2.339
H 3.541 0.579 -1.502
H 4.589 0.878 -3.705
H 2.348 1.008 0.660
H 2.965 3.216 1.981
H 2.693 5.314 3.234
H 0.691 6.715 2.891
H -1.045 6.025 1.278
H -0.781 3.946 -0.002

---

(3)
21
Properties=species:S:1:pos:R:3 method="wB97M-V/def2-TZVPD" total_charge=0 e_above_lowest_kj_mol=294.5 orbital_gap_ev=10.2
C -1.344 1.090 0.913
C -0.697 0.016 0.436
C 0.215 -0.661 1.405
C 1.526 0.030 1.627
C -0.825 0.008 -1.026
C -1.746 -1.045 -1.439
H -1.320 1.365 1.956
H -2.123 1.820 0.393
H 0.416 -1.829 1.207
H -0.413 -0.791 2.350
H 1.545 0.982 2.161
H 2.232 0.009 0.781
H 2.093 -0.756 2.161
H 0.062 -0.107 -1.757
H -1.074 1.068 -1.182
H -1.431 -2.131 -1.244
H -2.038 -1.018 -2.478
H -2.758 -0.862 -1.011
O 2.270 0.495 -1.501
H 2.090 1.158 -2.133
H 1.790 0.505 -0.696

---

(4)
76
Properties=species:S:1:pos:R:3 method="wB97M-V/def2-TZVPD" total_charge=+2 multiplicity=2 orbital_gap_ev="7.7 / 7.7" s_squared=0.75
Ce 1.286 -0.702 0.814
P 0.052 -2.271 -1.249
P -0.029 2.747 0.240
N 2.434 0.228 -0.986
C 1.638 -1.895 -2.179
H 2.447 -2.489 -1.740
H 1.434 -2.272 -3.185
C 2.130 -0.450 -2.272
H 3.014 -0.444 -2.983
H 1.355 0.131 -2.813
C 2.365 1.707 -1.286
H 1.752 1.811 -2.197
H 3.378 2.101 -1.605
C 1.795 2.703 -0.248
H 1.933 3.712 -0.672
H 2.437 2.671 0.653
C 0.148 2.905 2.105
C 0.715 1.650 2.807
H 1.711 1.349 2.417
H -0.012 0.812 2.800
H 0.893 1.887 3.868
C -0.904 4.191 -0.378
C -2.413 4.063 -0.127
H -2.943 4.731 -0.812
H -2.688 4.306 0.901
H -2.831 3.066 -0.317
C -1.290 -2.658 -2.424
C -2.516 -3.314 -1.768
H -3.324 -3.370 -2.509
H -2.892 -2.726 -0.923
H -2.322 -4.338 -1.425
C 0.498 -3.809 -0.258
C -0.514 -4.116 0.865
H 0.017 -4.499 1.750
H -1.230 -4.893 0.553
H -1.091 -3.235 1.192
C -1.180 1.483 -0.497
C -0.316 5.538 0.088
H 0.579 5.444 0.718
H -0.045 6.122 -0.802
H -1.072 6.115 0.633
C -0.838 -3.413 -3.676
H -1.718 -3.666 -4.277
H -0.186 -2.802 -4.306
H -0.322 -4.351 -3.444
C 0.747 -5.010 -1.174
H 1.201 -5.828 -0.595
H -0.183 -5.411 -1.600
H 1.445 -4.782 -1.991
C -1.101 3.411 2.840
H -1.966 2.751 2.679
H -0.889 3.430 3.922
H -1.360 4.444 2.570
H 0.918 3.695 2.199
H 1.468 -3.551 0.228
H -0.732 4.103 -1.463
H -1.605 -1.645 -2.739
O -0.978 0.342 0.137
H -1.361 1.411 -1.654
H -2.194 1.969 -0.971
N 4.182 -2.534 1.893
C 3.271 -2.670 2.890
N 2.017 -2.227 2.773
C 1.286 -2.489 3.958
C -0.036 -2.097 4.179
C -0.555 -2.247 5.471
C 0.229 -2.799 6.494
C 1.554 -3.203 6.257
C 2.069 -3.053 4.980
S 3.727 -3.364 4.409
H 5.108 -2.887 2.094
H 3.896 -2.368 0.929
H -0.614 -1.681 3.349
H -1.577 -1.918 5.673
H -0.199 -2.912 7.489
H 2.181 -3.611 7.050

---

(5)
24
Properties=species:S:1:pos:R:3 method="wB97M-V/def2-TZVPD" total_charge=0 e_above_lowest_kj_mol=227.0 orbital_gap_ev=8.7
C -0.668 0.714 1.693
N -0.356 0.623 0.248
C -1.059 1.674 -0.497
C 1.093 0.805 0.071
C 1.568 -0.247 -0.932
O 2.349 -1.228 -0.213
C 0.267 -0.894 -1.474
C -0.728 -0.731 -0.293
C -0.623 -2.011 0.603
O 0.447 -2.211 1.257
O -1.698 -2.661 0.740
H -0.251 1.651 2.096
H -1.728 0.794 1.929
H -0.249 -0.160 2.277
H -0.793 2.672 -0.184
H -0.795 1.616 -1.572
H -2.171 1.617 -0.356
H 1.277 1.822 -0.319
H 1.625 0.683 1.018
H 2.166 0.215 -1.763
H 1.797 -1.704 0.468
H -0.076 -0.348 -2.316
H 0.370 -1.952 -1.811
H -1.765 -0.741 -0.668

---

(6)
106
Properties=species:S:1:pos:R:3 method="wB97M-V/def2-TZVPD" total_charge=0 e_above_lowest_kj_mol=0.0 multiplicity=2 orbital_gap_ev="4.8 / 9.8" s_squared=0.75
Ca 2.202 -3.135 1.178
Ca -1.474 -5.286 1.776
As 5.351 -2.739 -0.421
F 3.661 -2.097 -0.359
F 4.933 -3.364 1.168
F 6.914 -3.468 -0.303
F 5.760 -2.020 -2.077
F 5.999 -1.237 0.394
F 4.640 -4.166 -1.259
C -0.608 -2.156 -0.030
O 0.851 -1.853 -0.338
O -0.419 -3.309 0.714
C -1.270 -0.826 0.618
F -2.229 -1.172 1.371
F -0.426 -0.109 1.328
F -1.750 -0.021 -0.370
C 1.063 -1.154 -1.586
C 1.011 -1.979 -2.904
H 1.382 -1.310 -3.681
H 1.439 -2.981 -2.867
H -0.002 -2.199 -3.239
H 2.065 -0.765 -1.402
H 0.496 -0.225 -1.652
H -1.161 -2.342 -0.951
N 1.722 -4.654 3.838
O 1.663 -5.396 4.844
O 2.613 -3.848 3.507
O 0.909 -4.760 2.897
C 0.378 1.475 -7.379
C -0.037 1.064 -5.964
C -1.213 1.711 -5.259
O -1.839 0.584 -4.649
C -1.523 -0.534 -5.296
O -2.183 -1.581 -5.359
O -0.460 -0.274 -6.180
H 0.982 0.694 -7.841
H 0.751 2.485 -7.550
H -0.517 1.591 -7.990
H 0.863 0.989 -5.354
H -1.796 2.360 -5.912
H -0.763 2.354 -4.504
C -1.089 0.583 4.804
C -0.073 -0.570 4.952
C -0.219 -1.518 6.181
O -0.957 -2.627 5.673
C -1.007 -2.607 4.421
O -1.596 -3.480 3.796
O -0.446 -1.459 3.928
H -2.138 0.302 4.711
H -0.857 1.262 3.984
H -1.032 1.136 5.742
H 0.947 -0.193 4.885
H -0.669 -1.120 7.091
H 0.745 -1.954 6.444
C 4.370 1.980 -2.231
C 5.633 1.270 -2.610
C 5.551 0.604 -3.874
O 6.467 1.370 -4.665
C 7.075 2.276 -3.927
O 7.740 3.180 -4.406
O 6.682 2.120 -2.661
H 3.642 1.172 -2.288
H 4.036 2.832 -2.824
H 4.484 2.524 -1.293
H 5.822 0.484 -1.879
H 4.595 0.722 -4.384
H 5.822 -0.447 -3.773
C -2.349 2.606 -1.644
C -3.573 2.785 -0.784
C -4.323 1.599 -0.236
O -4.699 1.995 1.070
C -3.960 3.026 1.481
O -4.013 3.597 2.530
O -3.286 3.489 0.419
H -2.388 1.631 -2.132
H -1.457 2.498 -1.027
H -2.274 3.458 -2.319
H -4.312 3.445 -1.239
H -3.789 0.649 -0.210
H -5.164 1.476 -0.919
C -5.304 -1.493 2.910
C -6.516 -0.823 3.411
C -7.174 0.044 2.288
O -8.501 -0.513 2.335
C -8.515 -1.607 3.045
O -9.394 -2.453 3.071
O -7.361 -1.810 3.732
H -4.859 -2.172 3.638
H -4.571 -0.798 2.501
H -5.557 -2.080 2.027
H -6.269 -0.195 4.267
H -6.760 -0.151 1.299
H -7.110 1.122 2.435
C 2.472 3.652 2.425
C 1.936 2.399 1.688
C 2.821 2.054 0.560
O 2.963 0.655 0.706
C 2.416 0.261 1.880
O 2.364 -0.951 2.200
O 2.179 1.248 2.583
H 1.885 3.850 3.321
H 2.280 4.519 1.792
H 3.537 3.560 2.640
H 0.928 2.494 1.284
H 3.787 2.550 0.653
H 2.406 2.195 -0.438